Formula: C4H2NOS
Source: the Open Molecules 2025 dataset
Level of theory: the ωB97M-V functional and the def2-TZVPD basis

## Properties
**Total charge**: -1
**Energy relative to the best compared isomer or geometry (same formula, charge and spin)**: 0.0 kJ/mol
**LUMO energy**: 3.6 eV
**Total energy**: -18552.2517 eV

```
9
C4H2NOS, DFT the ωB97M-V functional and the def2-TZVPD basis
C 0.014 -1.441 0.499
C -1.457 0.311 -0.228
C -0.317 -0.303 -0.096
C 1.609 0.600 -0.346
N 0.233 -2.361 1.161
O 2.308 0.313 -1.222
S 1.447 1.686 0.819
H -1.485 1.319 -0.651
H -2.352 -0.124 0.064
```

Mulliken population analysis, charges in e, atoms 1 to 5: atom 1 (C): 0.4936, atom 2 (C): -0.7259, atom 3 (C): -0.2449, atom 4 (C): 0.3769, atom 5 (N): -0.5857



Formula: C4H2NiO2
Source: the Open Molecules 2025 dataset
Level of theory: the ωB97M-V functional and the def2-TZVPD basis

## Properties
**2S+1**: 3
**Energy relative to the best compared isomer or geometry (same formula, charge and spin)**: 216.6 kJ/mol
**LUMO energy (alpha / beta)**: -0.4 / -1.6 eV
**⟨S²⟩**: 2.039
**Total energy**: -49309.2825 eV

```
9
C4H2NiO2, DFT the ωB97M-V functional and the def2-TZVPD basis
H 0.889 -2.521 -0.677
C 0.586 -1.542 -0.297
C -0.658 -1.173 -0.007
O 1.704 -0.798 -0.113
O 1.520 0.518 0.353
Ni -0.114 1.443 0.191
C -1.975 0.778 -0.470
C -1.595 -0.293 0.218
H -2.798 0.806 -1.187
```

Mulliken population analysis, charges in e, atoms 1 to 5: atom 1 (H): 0.2943, atom 2 (C): -0.0753, atom 3 (C): -0.0175, atom 4 (O): -0.1429, atom 5 (O): -0.4887



Formula: C4H2O
Source: the Open Molecules 2025 dataset
Level of theory: the ωB97M-V functional and the def2-TZVPD basis

## Properties
**Energy relative to the best compared isomer or geometry (same formula, charge and spin)**: 318.8 kJ/mol
**LUMO energy**: -2.7 eV
**Total energy**: -6221.5560 eV

```
7
C4H2O, DFT the ωB97M-V functional and the def2-TZVPD basis
C -1.377 0.338 0.180
C -2.175 0.547 1.147
C 1.025 0.130 -0.082
C -0.288 -0.421 -0.336
O 1.373 0.649 0.960
H 1.819 0.027 -0.906
H -0.377 -1.271 -0.962
```

Mulliken population analysis, charges in e, atoms 1 to 5: atom 1 (C): 0.0349, atom 2 (C): -0.2504, atom 3 (C): 0.1016, atom 4 (C): -0.1578, atom 5 (O): -0.3713



Formula: C4H2O
Source: the Open Molecules 2025 dataset
Level of theory: the ωB97M-V functional and the def2-TZVPD basis

## Properties
**Energy relative to the best compared isomer or geometry (same formula, charge and spin)**: 327.3 kJ/mol
**LUMO energy**: -2.4 eV
**Total energy**: -6221.4679 eV

```
7
C4H2O, DFT the ωB97M-V functional and the def2-TZVPD basis
C 1.515 0.001 -0.007
C 2.727 -0.275 0.184
C -1.081 -0.031 0.423
C 0.280 -0.008 -0.473
O -1.963 0.549 -0.153
H -0.152 0.265 -1.495
H -1.326 -0.501 1.521
```

Mulliken population analysis, charges in e, atoms 1 to 5: atom 1 (C): 0.2225, atom 2 (C): -0.4166, atom 3 (C): 0.1131, atom 4 (C): -0.1301, atom 5 (O): -0.3827